Computed, not measured: a structure of composition C19H38O, with ωB97M-V with the def2-TZVPD basis set.

Each line ends with the natural charge from an NBO analysis.
Cartesian coordinates (Å):
C 5.187 1.079 1.890  -0.66
C 5.637 0.468 0.471  0.08
C 6.355 1.237 -0.452  -0.26
C 6.781 2.505 -0.253  -0.13
O 7.492 2.839 -1.476  -0.69
H 6.872 2.850 -2.065  0.45
H 7.325 2.439 0.791  0.21
H 5.871 3.246 -0.122  0.17
H 6.388 0.717 -1.470  0.21
C 4.995 -0.948 0.190  -0.41
H 5.398 -1.125 -0.656  0.20
H 5.064 -1.447 0.954  0.19
C 3.466 -1.051 -0.170  -0.41
H 3.279 -0.125 -0.874  0.23
H 2.933 -0.455 0.683  0.17
C 2.786 -2.286 -0.227  -0.19
C 2.839 -3.282 0.958  -0.60
H 2.264 -4.115 0.777  0.22
H 3.910 -3.239 1.197  0.23
H 2.237 -2.565 1.821  0.17
C 1.431 -2.153 -1.111  -0.39
C 0.292 -1.339 -0.037  -0.37
H 0.730 -0.300 0.068  0.21
C -0.992 -1.360 -0.754  -0.42
H -1.215 -2.270 -1.397  0.21
H -0.728 -0.863 -1.890  0.17
C -2.051 -0.935 -0.131  -0.15
C -1.822 0.921 -0.069  -0.56
H -2.705 1.179 0.694  0.20
H -1.866 1.168 -0.958  0.16
H -0.883 1.104 0.354  0.19
C -3.442 -1.126 -0.899  -0.37
C -4.604 -0.554 0.025  -0.42
C -5.289 0.522 -0.643  -0.38
H -5.628 0.326 -1.627  0.22
H -4.481 1.645 -0.673  0.14
C -6.444 1.190 -0.009  -0.16
C -7.244 2.211 -0.422  -0.58
H -6.621 3.074 -0.937  0.20
H -7.715 1.856 -1.511  0.16
H -8.022 2.497 0.017  0.20
C -6.182 1.913 1.713  -0.59
H -7.009 2.182 2.035  0.15
H -5.587 0.990 2.151  0.21
H -5.473 2.732 1.206  0.20
H -6.979 0.279 0.382  0.19
H -5.312 -1.488 0.077  0.20
H -4.213 -0.537 1.075  0.22
H -3.440 -2.096 -0.957  0.19
H -3.563 -0.635 -1.739  0.20
H -2.025 -1.117 0.838  0.19
H 0.302 -1.903 0.710  0.17
H 1.779 -1.559 -2.070  0.23
H 1.194 -3.241 -1.151  0.20
H 3.634 -2.820 -0.958  0.16
H 4.671 0.453 2.649  0.22
H 4.466 1.885 1.609  0.21
H 5.957 1.424 2.370  0.20

Output
* HOMO-LUMO gap: 9.35 eV
* largest force on an atom: 0.2859 Eh/bohr
* total charge: 0
* LUMO: 0.77 eV
* multiplicity: 1
* relative energy (zero: lowest compared OMol25 entry of this formula, charge and spin): 424.36 kcal/mol
* HOMO level: -8.6 eV

=====

Computed, not measured: the molecule C19H38O2, with ωB97M-V with the def2-TZVPD basis set.

Each line ends with the natural charge from an NBO analysis.
Cartesian coordinates (Å):
C -7.540 1.637 2.007  -0.61
C -6.347 1.495 2.945  -0.39
C -5.213 2.472 2.634  -0.39
C -4.504 2.174 1.314  -0.39
C -3.344 3.131 1.028  -0.39
C -2.109 2.850 1.883  -0.40
C -1.023 3.917 1.740  -0.39
C -0.436 4.065 0.335  -0.39
C 0.238 2.807 -0.216  -0.40
C 1.423 2.347 0.633  -0.39
C 2.325 1.340 -0.081  -0.39
C 1.640 0.002 -0.354  -0.39
C 2.563 -1.012 -1.033  -0.39
C 3.634 -1.572 -0.100  -0.39
C 4.550 -2.559 -0.822  -0.50
C 3.811 -3.822 -1.207  0.81
O 3.025 -4.404 -0.505  -0.61
O 4.156 -4.216 -2.434  -0.51
C 3.568 -5.427 -2.941  0.09
C 3.544 -5.311 -4.458  -0.62
C 4.377 -6.628 -2.466  -0.63
H -7.912 2.660 2.018  0.20
H -8.346 0.977 2.320  0.21
H -7.270 1.379 0.987  0.20
H -5.965 0.472 2.894  0.19
H -6.685 1.669 3.970  0.20
H -5.614 3.489 2.605  0.19
H -4.489 2.427 3.450  0.20
H -4.130 1.147 1.328  0.19
H -5.225 2.254 0.499  0.20
H -3.676 4.157 1.200  0.19
H -3.074 3.042 -0.026  0.20
H -1.704 1.870 1.622  0.19
H -2.400 2.811 2.934  0.20
H -1.445 4.882 2.034  0.20
H -0.216 3.691 2.440  0.20
H 0.300 4.873 0.360  0.20
H -1.226 4.370 -0.354  0.20
H 0.595 3.029 -1.225  0.20
H -0.496 2.005 -0.297  0.20
H 2.024 3.221 0.896  0.20
H 1.062 1.901 1.562  0.20
H 3.208 1.173 0.540  0.20
H 2.664 1.769 -1.028  0.19
H 1.275 -0.418 0.586  0.20
H 0.778 0.171 -1.000  0.20
H 3.041 -0.540 -1.896  0.19
H 1.960 -1.845 -1.403  0.20
H 4.242 -0.761 0.303  0.20
H 3.152 -2.088 0.733  0.22
H 5.365 -2.857 -0.158  0.24
H 4.981 -2.117 -1.721  0.22
H 2.547 -5.494 -2.542  0.20
H 3.077 -6.192 -4.888  0.21
H 2.984 -4.429 -4.760  0.22
H 4.559 -5.224 -4.837  0.21
H 3.946 -7.544 -2.861  0.21
H 4.367 -6.677 -1.379  0.23
H 5.406 -6.543 -2.807  0.21

Output
* HOMO-LUMO gap: 11.23 eV
* structure (SMILES): CCCCCCCCCCCCCCCC(=O)OC(C)C
* largest force on an atom: 0.0119 Eh/bohr
* total charge: 0
* LUMO: 0.98 eV
* multiplicity: 1
* relative energy (zero: lowest compared OMol25 entry of this formula, charge and spin): 8.04 kcal/mol
* HOMO level: -10.3 eV

=====

Computed, not measured: a cluster of 7 separate species, C19H39BN11O13P in total, with ωB97M-V with the def2-TZVPD basis set.

Each line ends with the Mulliken charge.
Cartesian coordinates (Å):
C -2.790 -2.169 -1.457  -0.95
C -3.331 -2.686 -0.054  0.18
C -4.432 -1.769 0.611  -1.21
N -3.938 -0.724 1.531  -0.12
C -2.918 0.104 0.945  -0.65
N -3.406 0.937 -0.029  -0.57
C -2.426 1.701 -0.628  0.07
C -2.840 2.617 -1.746  -0.28
C -1.928 3.461 -2.472  -0.69
C -0.470 3.413 -2.061  0.27
C -0.063 2.539 -0.986  0.29
P 1.757 2.489 -0.496  0.37
N 2.310 0.992 -0.324  -0.64
C -1.021 1.640 -0.229  0.08
N -0.481 0.857 0.769  0.00
C -1.469 0.086 1.316  0.75
B -0.923 -0.885 2.503  0.36
O -0.862 -2.279 2.396  -0.48
N -0.429 -0.203 3.741  0.02
C 1.054 -0.035 3.678  -0.90
C -0.860 -0.930 4.964  -1.01
H -3.081 -2.803 -2.325  0.33
H -3.060 -1.092 -1.607  0.23
H -1.660 -2.201 -1.386  0.21
H -3.826 -3.678 -0.264  0.25
H -2.501 -2.908 0.665  0.12
H -5.221 -2.417 1.095  0.46
H -4.977 -1.239 -0.227  0.37
H -3.674 -1.069 2.453  0.32
H -3.923 2.604 -2.039  0.34
H -2.313 4.102 -3.296  0.39
H 0.291 4.044 -2.583  -0.06
H 1.842 3.095 0.795  0.07
H 2.579 3.133 -1.461  0.00
H 3.101 0.842 -0.961  0.18
H -0.144 -2.627 2.962  0.29
H 1.533 0.078 4.684  0.38
H 1.278 0.917 3.112  0.15
H 1.547 -0.863 3.104  0.29
H -1.804 -1.497 4.697  0.30
H -1.171 -0.194 5.757  0.27
H -0.095 -1.657 5.365  0.31
C 1.569 7.004 -4.330  -0.80
N 1.605 5.614 -3.804  0.88
O 0.786 4.823 -4.246  -0.58
O 2.449 5.362 -2.969  -0.50
H 0.771 7.081 -5.062  0.29
H 1.386 7.668 -3.487  0.31
H 2.535 7.205 -4.789  0.29
C -1.714 -7.093 -1.848  -0.76
N -2.566 -5.892 -1.634  0.87
O -3.311 -5.900 -0.674  -0.53
O -2.452 -4.989 -2.443  -0.48
H -1.919 -7.811 -1.059  0.30
H -1.968 -7.505 -2.822  0.29
H -0.677 -6.768 -1.815  0.30
C -0.476 4.108 -7.092  -0.58
N 0.514 4.401 -8.162  0.88
O 0.366 3.845 -9.232  -0.53
O 1.406 5.182 -7.884  -0.54
H -1.209 3.402 -7.475  0.35
H 0.066 3.682 -6.252  0.18
H -0.952 5.047 -6.820  0.24
C -4.140 2.170 3.819  -0.45
N -4.782 1.917 5.137  0.92
O -5.399 0.877 5.271  -0.53
O -4.642 2.774 5.990  -0.57
H -4.347 1.328 3.162  0.11
H -4.566 3.086 3.417  0.32
H -3.070 2.272 3.990  0.25
C 4.865 -2.559 2.637  -0.79
N 3.567 -3.046 3.178  0.91
O 2.979 -2.324 3.965  -0.54
O 3.183 -4.135 2.795  -0.55
H 5.076 -1.584 3.065  0.29
H 5.628 -3.276 2.919  0.32
H 4.766 -2.493 1.557  0.35
C 8.966 -4.328 1.816  -0.73
N 7.877 -3.318 1.746  0.81
O 7.870 -2.441 2.594  -0.49
O 7.070 -3.443 0.841  -0.48
H 9.605 -4.094 2.663  0.31
H 8.501 -5.304 1.940  0.29
H 9.524 -4.273 0.884  0.28

Output
* HOMO-LUMO gap: 7.41 eV
* structure (SMILES): CCCNc1nc2cccc([PH2]=N)c2nc1B(O)N(C)C.C[N+](=O)[O-].C[N+](=O)[O-].C[N+](=O)[O-].C[N+](=O)[O-].C[N+](=O)[O-].C[N+](=O)[O-]
* largest force on an atom: 0.0819 Eh/bohr
* total charge: 0
* LUMO: -0.45 eV
* multiplicity: 1
* HOMO level: -7.9 eV

=====

Computed, not measured: a structure of composition C19H39BeN5O6, with ωB97M-V with the def2-TZVPD basis set.

Each line ends with the natural charge from an NBO analysis.
Cartesian coordinates (Å):
Be 0.048 0.063 0.058  1.63
C -1.072 0.079 -3.999  -0.63
C -2.120 -0.639 -3.183  0.11
C -2.244 -2.094 -3.754  -0.63
O -1.800 -0.537 -1.783  -1.03
H -0.952 1.141 -3.783  0.20
H -1.442 0.067 -5.024  0.18
H -0.053 -0.289 -3.883  0.21
H -3.108 -0.204 -3.331  0.12
H -2.900 -2.169 -4.621  0.20
H -2.681 -2.753 -3.004  0.19
H -1.243 -2.452 -3.995  0.19
C 1.779 3.390 2.278  -0.65
C 2.104 1.895 2.645  0.14
C 1.566 1.565 4.068  -0.63
O 1.797 1.069 1.595  -0.99
H 1.835 4.083 3.118  0.19
H 0.849 3.674 1.785  0.21
H 2.603 3.841 1.726  0.18
H 3.181 1.889 2.815  0.11
H 1.750 0.603 4.547  0.20
H 0.483 1.691 4.082  0.19
H 1.961 2.296 4.773  0.19
O 0.998 1.465 -1.671  -0.69
C 2.036 2.088 -1.817  0.70
N 2.862 2.244 -0.754  -0.84
C 2.371 2.555 -3.251  -0.70
H 3.505 3.010 -0.610  0.39
H 2.525 1.847 0.111  0.45
H 3.080 3.380 -3.188  0.21
H 1.435 2.930 -3.665  0.24
H 2.671 1.699 -3.855  0.24
O -1.129 0.445 2.292  -0.66
C -1.874 -0.166 3.043  0.69
N -3.179 -0.145 2.930  -0.80
C -1.347 -0.912 4.261  -0.72
H -3.648 0.236 2.121  0.41
H -3.713 -0.379 3.755  0.40
H -0.579 -0.267 4.687  0.26
H -0.811 -1.807 3.945  0.25
H -2.110 -1.217 4.978  0.20
O -0.039 -2.293 1.046  -0.69
C -0.881 -3.184 0.984  0.68
N -1.787 -3.098 0.031  -0.81
C -0.791 -4.348 1.992  -0.70
H -2.666 -3.587 0.121  0.38
H -1.835 -2.366 -0.663  0.46
H -1.823 -4.505 2.307  0.21
H -0.175 -4.059 2.843  0.24
H -0.410 -5.268 1.549  0.24
O -1.106 2.383 0.091  -0.63
C -2.218 2.784 0.218  0.68
N -3.083 2.643 -0.812  -0.81
C -2.672 3.123 1.599  -0.71
H -2.773 2.365 -1.732  0.43
H -4.075 2.693 -0.629  0.38
H -1.882 3.545 2.222  0.25
H -3.071 2.284 2.168  0.23
H -3.350 3.975 1.544  0.21
N 1.552 -1.566 -1.263  -0.48
C 2.853 -1.246 -0.963  0.04
C 3.964 -1.975 -1.554  -0.25
C 3.733 -2.930 -2.534  -0.19
C 2.438 -3.333 -2.739  -0.24
C 1.365 -2.616 -2.085  0.04
H 3.121 -0.489 -0.241  0.24
H 4.976 -1.678 -1.319  0.22
H 4.600 -3.479 -2.870  0.22
H 2.263 -4.157 -3.415  0.22
H 0.338 -2.831 -2.340  0.22

Output
* HOMO-LUMO gap: 7.34 eV
* largest force on an atom: 0.0731 Eh/bohr
* total charge: 0
* LUMO: 0.22 eV
* multiplicity: 1
* relative energy (zero: lowest compared OMol25 entry of this formula, charge and spin): 29.59 kcal/mol
* HOMO level: -7.1 eV